Model A:
{
  "formula": "C9H9N3O2",
  "method": "wB97M-V/def2-TZVPD",
  "elements": ["C", "C", "C", "C", "C", "C", "C", "C", "C", "H", "H", "H", "H", "H", "H", "H", "H", "H", "N", "N", "N", "O", "O"],
  "positions_angstrom": [[2.8703, 1.2647, -0.2809], [1.4679, 1.0508, -0.5186], [1.0800, -0.1932, -0.5617], [3.1047, -1.2658, 0.1760], [-1.6413, -0.9964, 0.1635], [-1.4343, 0.2462, 0.7604], [-2.4073, 1.1513, 0.7343], [-3.5599, 0.7885, 0.0757], [-3.8292, -0.5576, -0.3275], [4.3517, 0.4886, 0.8047], [0.9197, 1.8789, -0.7388], [0.1383, -0.4969, -1.0529], [1.6743, -2.4353, -0.3630], [-0.7011, -1.7072, -0.0452], [-0.3374, 0.4891, 1.1564], [-2.2456, 2.1844, 0.9675], [-4.4432, 1.4546, 0.0014], [-4.7863, -0.5738, -0.9342], [3.3803, 0.0666, 0.3866], [1.8424, -1.3341, -0.2353], [-2.8524, -1.5235, -0.3509], [3.5714, 2.2750, -0.1995], [3.8369, -2.2547, 0.3819]],
  "e_lumo_ev": 0.1156,
  "smiles": "O=c1cc[nH]c(=O)[nH]1.c1ccncc1",
  "homo_ha": -0.3594,
  "orbital_gap_ev": 9.9
}


Model B:
{
  "formula": "C9H9N3O2",
  "method": "wB97M-V/def2-TZVPD",
  "elements": ["C", "C", "C", "C", "C", "C", "C", "C", "C", "H", "H", "H", "H", "H", "H", "H", "H", "H", "N", "N", "N", "O", "O"],
  "positions_angstrom": [[-2.7675, 1.2241, 1.3455], [-1.5247, 1.7427, 1.8185], [-1.0488, 1.5169, 3.1260], [-1.9812, 0.9441, 4.0032], [-3.1863, 0.6158, 3.5800], [2.1496, -2.3834, -1.9641], [0.9556, -1.5789, -1.6581], [0.7858, -0.4292, -2.3210], [3.0436, -0.4786, -3.3216], [-2.8588, 1.0565, 0.2175], [-1.0443, 2.2566, 1.0641], [-0.1374, 1.7775, 3.5423], [-1.7923, 1.1360, 5.0980], [-3.9901, 0.4154, 4.2303], [4.1419, -2.0482, -2.7146], [0.1552, -2.2087, -1.1866], [-0.1570, 0.1961, -2.2015], [1.5295, 0.7865, -3.6632], [-3.5566, 0.6146, 2.2630], [3.2107, -1.7084, -2.6824], [1.7115, 0.0030, -3.1849], [2.3398, -3.5152, -1.5195], [4.0217, 0.0645, -3.8708]],
  "e_lumo_ev": 0.2519,
  "smiles": "O=c1cc[nH]c(=O)[nH]1.c1ccncc1",
  "homo_ha": -0.3507,
  "orbital_gap_ev": 9.8
}


Which is the most stable structure? model B is the most stable.


Model A:
{
  "formula": "C4H9NO2S",
  "method": "wB97M-V/def2-TZVPD",
  "elements": ["C", "C", "C", "C", "N", "O", "O", "S", "H", "H", "H", "H", "H", "H", "H", "H", "H"],
  "positions_angstrom": [[0.7529, -0.8704, 2.0970], [0.6556, -1.1141, 0.7950], [0.4125, 0.2589, -1.3631], [-1.5487, -0.0089, 0.0241], [-0.0690, 0.0685, -0.0022], [1.8921, -2.1052, -1.2510], [-0.4399, -2.5847, -1.0468], [0.8263, -2.7087, -0.3869], [1.2416, -1.3832, 2.8978], [0.3173, -0.0373, 2.5163], [1.5626, 0.4631, -1.3169], [0.1084, -0.5819, -1.9980], [-0.0236, 1.1731, -1.6385], [-1.8710, -0.9577, -0.2548], [-1.8414, 0.0215, 1.1484], [-2.2279, 0.6909, -0.5810], [0.2576, 0.8854, 0.4185]],
  "e_lumo_ev": 0.3327,
  "homo_ha": -0.2951,
  "orbital_gap_ev": 8.4
}


Model B:
{
  "formula": "C4H9NO2S",
  "method": "wB97M-V/def2-TZVPD",
  "elements": ["C", "C", "C", "C", "N", "O", "O", "S", "H", "H", "H", "H", "H", "H", "H", "H", "H"],
  "positions_angstrom": [[-1.4768, -2.1667, -0.3658], [-0.0708, 1.7234, 0.1470], [0.8377, 1.3080, -0.7153], [1.9514, 0.3725, -0.3738], [-4.0277, -0.3671, 1.0938], [-4.2681, 0.9484, -0.9332], [-1.9864, -1.2620, -0.9564], [-3.3496, 0.5981, 0.1198], [-1.1688, -3.0990, -0.8638], [-1.2761, -2.1352, 0.7175], [-0.0515, 1.4119, 1.1797], [-0.8646, 2.3883, -0.1436], [0.7957, 1.6380, -1.7459], [1.6323, -0.6586, -0.5379], [2.2400, 0.4738, 0.6701], [2.8227, 0.5463, -1.0003], [-3.4448, -0.6420, 1.8706]],
  "e_lumo_ev": 0.0617,
  "homo_ha": -0.3589,
  "orbital_gap_ev": 9.8
}


Model C:
{
  "formula": "C4H9NO2S",
  "method": "wB97M-V/def2-TZVPD",
  "elements": ["C", "C", "C", "S", "N", "C", "O", "O", "H", "H", "H", "H", "H", "H", "H", "H", "H"],
  "positions_angstrom": [[-0.8148, 0.5289, 0.3449], [-1.1582, 2.0356, 0.4174], [-0.9051, 2.5198, -0.9095], [-2.9081, -1.9034, -0.4873], [-1.6751, 2.4444, 1.5496], [3.6100, -0.9431, 0.3159], [4.2217, -1.5623, -0.8268], [2.5452, -0.3050, 0.4005], [0.1792, 0.4602, -0.3143], [-1.5952, 0.1468, -0.3545], [-0.8292, -0.0344, 1.3198], [-1.6118, 3.4810, 1.6252], [-1.0314, 3.6124, -1.0402], [-0.4290, 1.8889, -1.6038], [-2.5782, -3.0506, -1.0442], [4.3520, -1.1341, 1.1794], [3.2724, -1.9348, -0.4186]],
  "e_lumo_ev": -4.1900,
  "homo_ha": -0.2706,
  "orbital_gap_ev": 3.2
}


Model D:
{
  "formula": "C4H9NO2S",
  "method": "wB97M-V/def2-TZVPD",
  "elements": ["C", "C", "C", "C", "N", "O", "O", "S", "H", "H", "H", "H", "H", "H", "H", "H", "H"],
  "positions_angstrom": [[-0.4264, -1.2003, 1.4668], [-0.7884, 0.3887, 0.5625], [1.2842, 0.1016, -0.9777], [-0.2789, 0.3741, -0.8117], [-2.1995, 0.2754, 0.8415], [-2.9875, -2.1853, 1.5428], [-2.2744, -0.5936, 3.2028], [-2.1315, -1.0712, 1.8575], [-0.0613, -1.8294, 0.7519], [0.2882, -0.9221, 2.3261], [-0.2983, 1.0430, 1.3646], [1.9763, 1.0102, -0.7613], [1.6513, -0.1854, -1.9512], [1.4977, -0.7623, -0.3441], [-0.9287, -0.4002, -1.4127], [-0.5552, 1.3651, -1.2358], [-2.6398, 1.1469, 1.1868]],
  "e_lumo_ev": 0.6927,
  "homo_ha": -0.3721,
  "orbital_gap_ev": 10.8
}


Which is the most stable structure? model D is the most stable.


Model A:
{
  "formula": "C4H9NO2S",
  "method": "wB97M-V/def2-TZVPD",
  "elements": ["C", "C", "C", "C", "N", "O", "O", "S", "H", "H", "H", "H", "H", "H", "H", "H", "H"],
  "positions_angstrom": [[-0.3921, 0.2225, -0.9435], [-0.0147, 1.3174, 0.0451], [0.2215, -0.8010, 0.0057], [1.3074, 2.0288, 0.0621], [-1.7827, -2.4378, -0.1959], [-0.4289, -2.3201, 2.0528], [-2.0924, -0.6075, 1.4315], [-1.0065, -1.4818, 1.0147], [-1.4641, 0.0617, -0.9548], [0.0048, 0.2758, -2.0103], [-0.7781, 1.6727, 0.7622], [0.9061, -1.6175, -0.0495], [1.6818, 2.2479, 1.0605], [1.2997, 3.0044, -0.4960], [2.1332, 1.5847, -0.4434], [-1.6974, -3.3692, 0.2115], [-2.7729, -2.2120, -0.1747]],
  "e_lumo_ev": [-0.2778, -0.2783],
  "homo_ha": [-0.3244, -0.3244],
  "orbital_gap_ev": [8.6, 8.5]
}


Model B:
{
  "formula": "C4H9NO2S",
  "method": "wB97M-V/def2-TZVPD",
  "elements": ["C", "C", "C", "C", "H", "H", "H", "H", "H", "H", "H", "H", "H", "N", "O", "O", "S"],
  "positions_angstrom": [[-1.3812, 0.6618, 1.4107], [-0.5001, -1.3750, 0.5864], [0.8249, 0.0715, -0.7434], [0.2212, -0.1158, -2.0768], [-2.3758, 1.0820, 1.3725], [-1.1747, 0.1666, 2.4266], [-0.5612, 1.4739, 0.8881], [-0.5498, -1.9778, 1.5930], [-0.9115, -2.0740, -0.3403], [-0.8873, -0.2637, -2.0383], [0.6663, -1.0694, -2.5891], [0.7179, 0.7221, -2.8003], [2.8237, 0.8327, 1.6453], [1.6357, 1.1375, -0.6515], [-1.6328, -0.5236, 0.5290], [0.6873, -0.7740, 0.2889], [2.3973, 2.0253, 0.4992]],
  "e_lumo_ev": 0.5445,
  "homo_ha": -0.3072,
  "orbital_gap_ev": 8.9
}


Which is the most stable structure? model A is the most stable.


Model A:
{
  "formula": "C3H4NO3",
  "method": "wB97M-V/def2-TZVPD",
  "elements": ["C", "C", "C", "N", "O", "O", "O", "H", "H", "H", "H"],
  "positions_angstrom": [[0.7708, 0.4551, 0.0787], [-0.0559, 1.5152, -0.0313], [-0.0294, -0.7187, 0.5761], [-1.4693, 1.1264, 0.4543], [-2.3092, 1.3027, -0.7090], [-1.3744, -0.3117, 0.6547], [0.1112, 2.6854, -0.5073], [1.7924, 0.2192, -0.1977], [0.0799, -1.8094, 0.0226], [0.3261, -1.1950, 1.5573], [-1.9227, 1.8807, -1.3411]],
  "e_lumo_ev": 4.3570,
  "smiles": "[O-]C1=CCON1O",
  "homo_ha": -0.1055,
  "total_charge": -1,
  "orbital_gap_ev": 7.2
}


Model B:
{
  "formula": "C3H4NO3",
  "method": "wB97M-V/def2-TZVPD",
  "elements": ["C", "C", "C", "N", "O", "O", "O", "H", "H", "H", "H"],
  "positions_angstrom": [[-1.4325, -0.5277, -0.1794], [0.9308, 0.1205, -0.0610], [-0.1636, 1.0939, 0.4971], [-1.3716, 0.7697, 0.2851], [-0.1034, -1.0552, -0.3748], [1.5395, 0.5991, -1.0855], [1.8653, -0.5722, 0.8176], [-1.8374, -0.5253, -1.1281], [-1.9862, -1.0590, 0.4557], [0.1358, 2.0797, 0.6681], [2.4232, -0.9234, 0.1051]],
  "e_lumo_ev": 4.3503,
  "smiles": "[O-][C@@]1(O)C=NCO1",
  "homo_ha": -0.1419,
  "total_charge": -1,
  "orbital_gap_ev": 8.2
}


Which is the most stable structure? model B is the most stable.